(1)
The following is a quantum chemistry calculation of a 7-piece molecular cluster, C35H63INO15S6 overall in a non-equilibrium geometry, from OMol25.

Values from the calculation:
Total charge ... +1
Highest occupied orbital energy ... -11.51 eV
M ... 1057.187 u
Orbital gap ... 0.2699 Eh
Electronic energy ... -142621.4728 eV
Strongest force on any atom ... 3.12 eV/A

Geometry as XYZ:
```
121
Properties=species:S:1:pos:R:3:lowdin_charge:R:1
C 1.02171 0.88609 0.69998 -0.081
C 1.00835 -0.46304 1.53338 -0.270
C 0.17894 -0.36603 2.89582 -0.660
I 1.68481 -0.10869 4.48296 0.874
O -0.51694 -1.59011 3.22845 -0.086
C -1.87367 -1.50844 2.98748 -0.412
O -2.68421 -2.01384 3.71609 0.161
C -2.36197 -0.77980 1.69349 -0.025
C -3.20478 0.43106 1.72053 0.072
C -3.54293 1.02233 0.41538 0.025
N -3.07392 0.45820 -0.75845 0.126
C -2.30318 -0.68155 -0.84177 -0.123
C -1.77651 -1.30188 -2.18671 -0.069
C -1.12249 -0.20785 -3.15949 -0.201
O -0.71746 0.99083 -2.44431 -0.095
C -1.91062 -1.34621 0.39972 0.092
H 2.04369 0.94237 0.21458 0.091
H 0.29372 0.88676 -0.16511 0.056
H 0.90376 1.79721 1.34092 0.039
H 0.69064 -1.31597 0.87854 0.096
H 2.08419 -0.66954 1.80752 0.063
H -0.44574 0.56238 2.94925 0.081
H -3.53575 0.87219 2.69009 0.139
H -4.17793 1.93919 0.40919 0.146
H -3.31584 0.93005 -1.63049 0.174
H -2.55538 -1.92631 -2.69897 0.139
H -0.93862 -2.00425 -1.90893 0.102
H -0.16983 -0.67172 -3.54776 0.098
H -1.85130 0.03495 -3.97820 0.131
H -1.27676 1.71502 -2.77825 0.090
H -1.28467 -2.26617 0.41891 0.143
C -2.52055 -5.18376 4.50484 -0.226
C -1.51001 -6.15118 5.12815 -0.212
C -1.71015 -7.51644 4.46231 -0.221
S -2.35141 -7.18365 2.82199 0.663
O -3.69551 -7.69843 2.73972 -0.316
O -1.34449 -7.50745 1.84054 -0.327
C -2.43539 -5.40837 3.00115 -0.245
H -2.30469 -4.14864 4.76675 0.093
H -3.52687 -5.42059 4.86243 0.125
H -0.49510 -5.79230 4.93377 0.118
H -1.63097 -6.21943 6.21018 0.116
H -0.77330 -8.06533 4.37795 0.105
H -2.44615 -8.11817 4.99575 0.107
H -3.29730 -5.02158 2.45906 0.106
H -1.51378 -4.98850 2.59240 0.102
C -1.44764 5.89717 3.75741 -0.220
C -0.09700 6.61329 3.81082 -0.203
C 0.97061 5.61230 3.36347 -0.196
S 0.14992 4.46757 2.25941 0.677
O 0.14484 3.15415 2.87791 -0.372
O 0.62601 4.67741 0.91009 -0.330
C -1.47939 5.17290 2.41555 -0.231
H -2.28003 6.59551 3.85553 0.130
H -1.51440 5.17304 4.57447 0.072
H -0.11049 7.46633 3.12848 0.100
H 0.11722 6.99587 4.80898 0.107
H 1.78665 6.10126 2.83298 0.109
H 1.36419 5.04371 4.20713 0.095
H -2.23177 4.38495 2.37015 0.098
H -1.61879 5.87468 1.59155 0.064
C 2.99164 -3.75348 -5.48825 -0.210
C 1.98756 -4.78333 -6.01109 -0.238
C 0.80965 -4.81134 -5.03345 -0.198
S 0.73269 -3.18370 -4.29131 0.675
O 1.02964 -3.29928 -2.87919 -0.328
O -0.44094 -2.49238 -4.77367 -0.343
C 2.16958 -2.52342 -5.12127 -0.227
H 3.75404 -3.51819 -6.23150 0.117
H 3.49526 -4.14602 -4.60024 0.127
H 1.63688 -4.48048 -7.00019 0.119
H 2.44025 -5.77473 -6.11327 0.063
H -0.13085 -5.01953 -5.54208 0.110
H 0.96958 -5.53715 -4.23550 0.113
H 2.69563 -1.83519 -4.46032 0.110
H 1.82640 -1.99891 -6.01483 0.111
C 0.45802 2.61951 8.15905 -0.218
C -0.80145 3.02164 8.93212 -0.212
C -0.94492 4.54233 8.81762 -0.215
S -0.16563 5.00347 7.27164 0.691
O 0.99297 5.81111 7.56162 -0.305
O -1.18073 5.42776 6.33005 -0.345
C 0.38270 3.36112 6.82998 -0.241
H 0.51597 1.54023 8.01197 0.112
H 1.34720 2.93371 8.71313 0.124
H -1.67329 2.53480 8.48556 0.118
H -0.75152 2.70913 9.97599 0.118
H -1.98998 4.84862 8.79956 0.105
H -0.42152 5.05581 9.62432 0.109
H 1.33967 3.41597 6.31295 0.103
H -0.37305 2.92176 6.17600 0.106
C 5.43103 -7.01070 -9.84481 -0.218
C 4.77194 -8.39152 -9.77089 -0.211
C 4.08825 -8.50166 -8.40470 -0.214
S 3.66179 -6.83019 -7.92345 0.678
O 4.43379 -6.47544 -6.75490 -0.313
O 2.22820 -6.67593 -7.97781 -0.333
C 4.38182 -6.02450 -9.34480 -0.226
H 5.75540 -6.77043 -10.85785 0.119
H 6.30936 -6.98523 -9.19348 0.122
H 4.02502 -8.48096 -10.56463 0.120
H 5.49750 -9.19336 -9.91297 0.118
H 3.18244 -9.10433 -8.45435 0.107
H 4.76341 -8.90722 -7.65076 0.109
H 4.80003 -5.06196 -9.05341 0.109
H 3.59113 -5.88307 -10.08354 0.112
C -0.23197 9.35834 -1.83198 -0.218
C -0.87505 8.22068 -2.63036 -0.213
C -1.52927 7.26782 -1.62540 -0.220
S -1.96357 8.26457 -0.20098 0.679
O -1.16927 7.82747 0.92442 -0.327
O -3.39853 8.38904 -0.12523 -0.317
C -1.28001 9.79499 -0.81481 -0.226
H 0.06923 10.18518 -2.47601 0.119
H 0.65919 8.98922 -1.31620 0.122
H -1.63723 8.63079 -3.29896 0.119
H -0.14412 7.69832 -3.24923 0.117
H -2.42996 6.80928 -2.03185 0.102
H -0.83379 6.49389 -1.29594 0.101
H -0.86475 10.37272 0.00945 0.112
H -2.08706 10.35079 -1.29476 0.112
```

=====

(2)
The following is a quantum chemistry calculation of a 2-piece molecular cluster, C7H14N2 overall in a non-equilibrium geometry, from OMol25.

Values from the calculation:
Total charge ... +1
⟨S²⟩ ... 0.761
Highest occupied orbital energy (alpha / beta) ... -14.33 / -14.33 eV
M ... 126.203 u
Orbital gap (alpha / beta) ... 0.3784 / 0.2231 Eh
Electronic energy ... -10456.9625 eV
Energy above the lowest of the compared OMol25 structures with the same formula, charge and spin ... 1.121 eV
2S+1 ... 2
Strongest force on any atom ... 5.91 eV/A

Geometry as XYZ:
```
23
Properties=species:S:1:pos:R:3:lowdin_charge:R:1
C -2.13625 -0.35464 -0.44360 -0.151
C -2.07055 1.15335 -0.78673 -0.085
C -0.81175 -0.98310 -0.34536 -0.171
C 0.26593 -1.05173 -1.20343 0.102
C 0.39576 -2.63183 0.31228 -0.037
N -0.77553 -2.03528 0.58946 0.181
N 1.05638 -2.06110 -0.73480 0.132
H -2.67887 -0.34458 0.50952 0.135
H -2.90598 -0.75826 -1.09706 0.142
H -1.15025 1.58518 -0.40790 0.050
H 0.34867 -0.69237 -2.22370 0.171
H 0.83657 -3.42560 0.91164 0.159
H 1.97375 -2.31410 -1.10927 0.192
H -2.80753 1.88796 -0.42939 0.095
H -1.91738 1.42645 -1.84242 0.083
C 2.35455 2.55048 1.09370 -0.191
C 1.23489 3.56932 1.29456 -0.165
H 2.18421 1.54101 1.52670 0.056
H 2.43821 2.43412 0.00981 0.048
H 3.36688 2.82286 1.42915 0.069
H 1.35582 4.33596 0.51216 0.072
H 1.34519 4.06496 2.26721 0.070
H 0.25689 3.11177 1.16071 0.043
```

=====

(3)
The following is a quantum chemistry calculation of an isolated ion of composition C9H17N2O2 and charge +1 in a non-equilibrium geometry, from OMol25.

Values from the calculation:
Total charge ... +1
Highest occupied orbital energy ... -13.81 eV
M ... 185.247 u
Orbital gap ... 0.3797 Eh
Electronic energy ... -16677.6706 eV
SMILES ... CC(=O)N(C(C)=O)[C@@H]1CCCC[NH2+]1
Energy above the lowest of the compared OMol25 structures with the same formula, charge and spin ... 0.000 eV
Strongest force on any atom ... 1.54 eV/A

Geometry as XYZ:
```
30
Properties=species:S:1:pos:R:3:lowdin_charge:R:1
C 3.18748 -0.27191 -0.25515 0.025
C 2.27299 0.92710 -0.25527 -0.455
O 2.69625 2.02089 0.04450 0.120
N 0.91288 0.82997 -0.64108 0.067
C 0.08534 1.87715 -0.02343 -0.406
C 0.29959 2.21388 1.43101 0.013
O -0.76432 2.40314 -0.68725 0.151
C 0.28684 -0.45411 -0.84314 -0.214
C -1.01229 -0.39311 -1.66755 -0.106
C -2.31670 -0.28210 -0.89044 -0.171
C -2.36591 -1.35661 0.19757 -0.155
C -1.22956 -1.10386 1.16980 -0.112
N 0.09226 -1.23242 0.46993 0.132
H 2.74125 -1.24305 -0.46008 0.064
H 3.94149 -0.09680 -1.02781 0.111
H 3.72113 -0.30089 0.69689 0.106
H 0.80175 1.41450 1.97935 0.083
H -0.69042 2.37313 1.86413 0.100
H 0.88320 3.12851 1.50762 0.106
H 0.99324 -1.04917 -1.41949 0.149
H -0.90723 0.46446 -2.33376 0.134
H -1.04396 -1.28334 -2.30267 0.130
H -2.42282 0.69648 -0.42018 0.110
H -3.14684 -0.41568 -1.58508 0.130
H -3.31024 -1.35808 0.73806 0.132
H -2.20245 -2.33174 -0.27935 0.128
H -1.31519 -0.11638 1.62413 0.127
H -1.24082 -1.83469 1.98240 0.141
H 0.21753 -2.22447 0.25528 0.187
H 0.83555 -1.00075 1.13107 0.170
```

=====

(4)
The following is a quantum chemistry calculation of C25H26F2N7O2ReS as an isolated structure in a non-equilibrium geometry, from OMol25.

Values from the calculation:
Total charge ... +1
⟨S²⟩ ... 0.763
Highest occupied orbital energy (alpha / beta) ... -10.50 / -10.41 eV
M ... 712.800 u
Orbital gap (alpha / beta) ... 0.2382 / 0.2457 Eh
Electronic energy ... -59263.9777 eV
Energy above the lowest of the compared OMol25 structures with the same formula, charge and spin ... 0.551 eV
2S+1 ... 2
Strongest force on any atom ... 1.47 eV/A

Geometry as XYZ:
```
64
Properties=species:S:1:pos:R:3:lowdin_charge:R:1
Re -0.58057 0.32058 0.05825 1.346
F -5.15660 -1.17155 -2.38625 0.092
C -3.93046 -1.54643 -2.00483 -0.263
C -3.14829 -0.63841 -1.31312 -0.035
C -1.86217 -1.01550 -0.92964 -0.250
C -1.39984 -2.30359 -1.23383 -0.139
C -2.23701 -3.17335 -1.92101 -0.209
F -1.79873 -4.39990 -2.25238 0.086
C -3.50917 -2.82443 -2.31790 0.085
C -0.00181 -2.56659 -0.90122 -0.208
C 0.59407 -3.81803 -0.78873 0.017
C 1.94709 -3.89873 -0.52475 -0.034
C 2.68844 -2.73312 -0.39185 -0.036
C 2.02577 -1.52479 -0.45575 -0.116
N 0.70549 -1.43465 -0.68505 -0.002
H -3.55806 0.33935 -1.10022 0.103
H -4.13895 -3.51738 -2.85772 0.142
H -0.00070 -4.71200 -0.89292 0.119
H 2.42099 -4.86719 -0.42519 0.119
H 3.75776 -2.75456 -0.23297 0.114
H 2.55082 -0.58460 -0.33359 0.105
C 2.61420 1.37141 -5.33077 0.008
C 1.88073 2.08936 -4.26010 -0.305
N 1.99101 3.34756 -3.96631 0.155
N 1.12474 3.51733 -2.92614 0.050
C 0.49783 2.41040 -2.55465 -0.645
S -0.70236 2.33255 -1.32194 0.719
N 0.97364 1.48059 -3.41058 -0.074
N 0.59221 0.14503 -3.40121 0.140
H 3.18973 2.09619 -5.90016 0.095
H 1.92322 0.86027 -6.00121 0.092
H 3.30290 0.63568 -4.91210 0.092
H 1.02097 4.42466 -2.49973 0.170
H -0.24404 0.01742 -3.96050 0.122
H 1.35169 -0.42813 -3.74248 0.105
C 0.51331 -1.97650 3.66192 0.026
C 0.39501 -1.04597 2.50347 -0.265
N -0.60636 -1.00351 1.68860 -0.135
O -1.61247 -1.91747 1.94051 0.017
C 1.44722 -0.12007 2.15660 -0.274
C 2.73669 0.03365 2.87577 0.011
N 1.14820 0.57253 1.09175 -0.306
O 1.91668 1.39024 0.48024 -0.129
H -0.33044 -2.65387 3.72476 0.084
H 0.57891 -1.40255 4.58867 0.102
H 1.43379 -2.55639 3.57180 0.099
H -2.31956 -1.65843 1.32961 0.092
H 2.57418 0.24002 3.93487 0.095
H 3.29712 0.85647 2.43917 0.085
H 3.33502 -0.87835 2.80101 0.094
C -2.23550 1.24769 1.00980 -0.308
C -1.63186 2.09206 2.10519 -0.310
C -1.39205 1.54048 3.36579 -0.064
C -0.88464 2.31305 4.39954 -0.073
C -0.61001 3.65964 4.19376 -0.079
C -0.83850 4.21877 2.94540 -0.069
C -1.33611 3.43935 1.91021 -0.067
H -2.81264 1.84633 0.30094 0.038
H -2.90754 0.49090 1.41767 0.067
H -1.64059 0.50054 3.54579 0.107
H -0.71774 1.86879 5.37349 0.106
H -0.24056 4.27131 5.00615 0.106
H -0.63889 5.26955 2.77842 0.107
H -1.50521 3.88628 0.93767 0.082
```